C26H30CeN9S2 | wB97M-V/def2-TZVPD

```
! RIJCOSX wB97M-V def2-TZVPD def2/J DEFGRID3
* xyz 2 2
Ce -0.40626 0.54225 0.23553
C 0.50779 -2.39262 -1.52436
N 0.29486 -2.12618 -0.04516
C 1.49894 -2.39190 0.76842
C 2.68033 -1.52143 0.52143
C 3.96724 -1.92037 0.25042
C 4.98149 -0.97485 0.19084
C 4.70539 0.33321 0.48372
C 3.35538 0.66007 0.65426
N 2.37416 -0.25034 0.70461
C -0.80394 -2.96330 0.50943
C -2.12975 -2.55708 -0.12653
C -3.02033 -3.55197 -0.35940
C -4.24675 -3.27684 -0.93661
C -4.52522 -1.98774 -1.29517
C -3.49829 -1.05644 -1.13600
N -2.33428 -1.30080 -0.52496
C 1.45110 -1.42616 -2.14064
C 2.51129 -1.80904 -2.97788
C 3.31744 -0.88553 -3.55491
C 2.97931 0.47966 -3.41180
C 1.88335 0.73349 -2.63144
N 1.12854 -0.17246 -1.98891
H -0.49900 -2.30034 -1.95665
H 0.90292 -3.40355 -1.62805
H 1.82103 -3.51300 0.65958
H 1.35121 -2.31585 1.88642
H 4.14461 -2.99076 0.17034
H 5.89549 -1.49665 0.06385
H 5.48672 1.08655 0.66029
H 3.02808 1.69994 0.75985
H -0.82845 -2.74126 1.54912
H -0.47814 -3.97725 0.29095
H -2.73447 -4.53054 -0.07686
H -4.93183 -4.16666 -1.05255
H -5.46582 -1.63536 -1.72868
H -3.45797 -0.09004 -1.64537
H 2.79087 -2.79363 -3.12539
H 4.24311 -1.09969 -4.05926
H 3.59779 1.30272 -3.75338
H 1.53977 1.75338 -2.43440
C -4.00784 2.69446 -3.82683
S -4.05480 3.31315 -2.17367
C -2.71928 2.67891 -1.33149
S -1.43490 1.82152 -2.11611
N -2.66433 3.26634 -0.17011
N -1.63960 2.85622 0.66203
C -1.24501 3.66118 1.58516
C -0.14411 3.25814 2.42714
C 0.21491 4.04455 3.54602
C 1.14743 3.62193 4.40008
C 1.75535 2.39390 4.24748
C 1.36821 1.67028 3.12175
N 0.47328 2.08872 2.22680
H -5.00357 2.83791 -4.22504
H -3.87055 1.60592 -3.78771
H -3.14300 3.10672 -4.40846
H -1.74792 4.57853 1.84621
H -0.15603 5.03776 3.53571
H 1.42365 4.27511 5.19739
H 2.61767 2.13367 4.83786
H 1.91215 0.78678 2.80335
N -2.34027 0.31266 2.09137
N -1.34791 -0.51464 2.62322
H -2.87195 0.91657 2.66725
H -2.94659 -0.16392 1.46507
H -1.75973 -1.30577 3.12908
H -0.89299 0.05177 3.38166
*
```

The HOMO-LUMO gap (spin up / spin down) comes out at 0.25088 / 0.25114 Eh. For the HOMO energy (spin up / spin down), the calculation gives -12.73 / -12.73 eV.

Taken from the Mulliken analysis, the atomic charges in e are: 0.973, -0.770, 0.846, -1.122, 0.399, -0.789, -0.699, -1.037, -0.219, 0.469, -1.451, 0.710, -0.863, -0.550, -0.800, -0.163, 0.541, 0.560, -1.196, -0.374, -0.890, -0.150, 0.260, 0.413, 0.352, 0.380, 0.296, 0.524, 0.508, 0.442, 0.552, 0.466, 0.663, 0.577, 0.385, 0.475, 0.085, 0.536, 0.458, 0.436, 0.422, -0.747, 0.010, 0.613, -0.480, -1.497, 1.020, -0.638, 1.041, -1.010, -0.380, -1.250, -0.166, 0.405, 0.383, 0.196, 0.290, 0.376, 0.474, 0.437, 0.467, 0.542, -0.305, -0.407, 0.257, 0.148, 0.348, 0.216